No. 1
Entry from the Open Molecules 2025 dataset: a single C7H5N3O2 molecule at a distorted geometry (the ωB97M-V functional and the def2-TZVPD basis).

Summary:
Maximum force: 2.9 eV Å⁻¹
Electronic energy: -584.2512 Ha
Energy above the lowest of the compared OMol25 structures with the same formula, charge and spin: 696.5 kJ/mol
Frontier orbital gap (spin up / spin down): 6.675 / 6.675 eV

ORCA input file:
```
! RIJCOSX wB97M-V def2-TZVPD def2/J DEFGRID3
* xyz 0 1
C -1.86319 -1.15495 0.52174
C -2.26956 0.04978 -0.07249
C -0.54555 -1.48922 0.50932
C -1.27707 0.92985 -0.49655
C 0.89707 1.81183 -0.18662
C 0.39132 -0.54115 0.21840
C 1.83724 -1.08978 -0.08631
N -0.00927 0.68617 -0.21423
N 2.10095 1.84072 0.17556
N 2.92196 -0.44711 0.12659
O 1.68291 -2.12963 -0.75203
O 2.93362 0.88795 0.45310
H -2.51953 -1.71758 1.19241
H -3.30504 0.54237 -0.18095
H -0.12213 -2.47157 0.82536
H -1.53144 1.59793 -1.30289
H 0.67772 2.69438 -0.73042
*
```

No. 2
Entry from the Open Molecules 2025 dataset: an isolated ion of composition C3H5NO2P and charge -1 at a distorted geometry (the ωB97M-V functional and the def2-TZVPD basis).

Summary:
Maximum force: 5.2 eV Å⁻¹
Electronic energy: -663.9283 Ha
Energy above the lowest of the compared OMol25 structures with the same formula, charge and spin: 166.3 kJ/mol
Frontier orbital gap: 7.235 eV

ORCA input file:
```
! RIJCOSX wB97M-V def2-TZVPD def2/J DEFGRID3
* xyz -1 1
C 0.68475 0.22831 1.03332
C -1.06827 0.83840 -0.43045
C -0.60558 -0.46999 0.33314
N -0.17901 -1.66526 -0.37114
O 0.69032 1.03251 1.92979
O 1.83604 -0.31719 0.60483
P 1.43755 -1.65285 -0.54991
H -0.45566 0.99210 -1.24855
H -1.05360 1.69649 0.19577
H -2.06833 0.75882 -0.83038
H -1.23776 -0.56998 1.12336
H 2.01954 -0.87136 -1.78977
*
```

No. 3
Entry from the Open Molecules 2025 dataset: a 12-piece molecular cluster, C32H56N8O8 overall at a distorted geometry (the ωB97M-V functional and the def2-TZVPD basis).

Summary:
Maximum force: 6.2 eV Å⁻¹
Electronic energy: -2292.8401 Ha
Energy above the lowest of the compared OMol25 structures with the same formula, charge and spin: 0.0 kJ/mol
Frontier orbital gap: 10.259 eV

ORCA input file:
```
! RIJCOSX wB97M-V def2-TZVPD def2/J DEFGRID3
* xyz 0 1
O -3.26883 -3.42763 2.22097
C -3.28164 -3.34912 3.39484
O -2.23363 -3.53170 4.25537
C -1.02925 -4.04223 3.57505
C -1.04558 -5.52373 3.25590
C -4.50798 -3.09046 4.18993
H -0.28881 -3.70729 4.27487
H -0.87601 -3.57463 2.59780
H -1.85543 -5.70581 2.56459
H -1.16355 -6.17279 4.12824
H -0.07803 -5.69120 2.80118
H -4.56005 -2.07676 4.56956
H -4.57876 -3.72203 5.05894
H -5.29619 -3.25524 3.48493
O 1.83230 0.26758 1.03323
C 1.00077 0.29744 0.17861
O -0.37022 0.51310 0.38288
C -0.75144 0.76067 1.75428
C -1.01404 -0.43625 2.60367
C 1.19090 0.15968 -1.32052
H -1.64152 1.40105 1.69550
H 0.06964 1.31184 2.21970
H -1.14086 -0.09033 3.63025
H -0.13494 -1.08842 2.67606
H -1.85566 -1.04568 2.28656
H 1.29801 -0.91005 -1.55957
H 2.09923 0.70042 -1.55436
H 0.28872 0.46287 -1.87246
O -3.98170 -0.00931 -3.48798
C -2.88489 -0.08221 -3.10244
O -1.94927 0.94271 -3.11572
C -2.47347 2.16120 -3.65910
C -2.62494 2.15271 -5.14590
C -2.19307 -1.29460 -2.45156
H -1.74886 2.90654 -3.33626
H -3.44021 2.29987 -3.19794
H -3.29192 1.39927 -5.53536
H -1.68670 2.10439 -5.67396
H -3.08828 3.11776 -5.38502
H -2.08895 -1.15617 -1.39597
H -1.16020 -1.47440 -2.75032
H -2.81131 -2.17444 -2.65144
O 1.29405 2.28709 -6.44020
C 1.17991 1.73385 -5.37589
O 1.00066 2.35051 -4.17126
C 0.65508 3.74075 -4.30392
C 0.70083 4.49483 -3.01677
C 1.38266 0.26033 -5.20843
H -0.34101 3.73217 -4.75232
H 1.33743 4.29516 -4.96909
H 0.10197 5.40082 -2.98897
H 1.74112 4.76127 -2.86498
H 0.37106 3.87345 -2.18272
H 1.38085 -0.17437 -6.20849
H 0.54545 -0.24183 -4.69260
H 2.31758 0.13192 -4.68981
C 4.52157 3.34774 -4.56224
C 4.24439 2.31309 -3.60438
N 4.04177 1.45512 -2.87655
H 4.14875 4.30763 -4.22638
H 4.09469 3.07795 -5.52435
H 5.58585 3.44992 -4.73970
C 2.87883 -2.74013 -3.22449
C 1.56287 -2.86974 -3.78126
N 0.46813 -2.99266 -4.16596
H 2.93604 -3.41285 -2.36085
H 3.14122 -1.70032 -3.01608
H 3.66950 -3.04375 -3.89712
C -1.53106 2.75125 5.47487
C -2.52487 2.82887 4.37004
N -3.25636 2.83975 3.48214
H -0.60067 3.29156 5.18845
H -1.28344 1.69510 5.63766
H -1.97385 3.20038 6.37623
C -1.07798 -4.31338 -0.46096
C 0.19337 -4.71933 -0.95124
N 1.19325 -5.05076 -1.35206
H -1.42387 -5.06359 0.24648
H -1.79562 -4.22461 -1.28651
H -0.97623 -3.35834 0.05133
C -3.43473 3.81433 0.31429
C -3.35133 4.58788 -0.98632
N -3.31224 5.13215 -1.95898
H -4.44221 3.88338 0.69481
H -2.71497 4.18955 1.02104
H -3.24090 2.74524 0.21893
C 5.38974 -0.27252 -0.22357
C 5.64880 -1.08836 -1.49090
N 5.80501 -1.76302 -2.37885
H 5.84235 0.70985 -0.29993
H 5.83758 -0.81312 0.60535
H 4.31408 -0.07399 -0.09847
C 2.61303 -0.83773 4.00797
C 3.71322 -0.16999 4.69206
N 4.54151 0.36214 5.29521
H 1.66529 -0.85009 4.57567
H 2.78767 -1.91600 3.93798
H 2.49964 -0.38412 3.02695
C -0.16367 -0.07342 8.54258
C -0.37825 -0.50800 7.12865
N -0.55346 -0.82148 6.06083
H -1.06952 0.39017 8.92992
H 0.64626 0.62960 8.61327
H 0.06978 -0.91390 9.20281
*
```

No. 4
Entry from the Open Molecules 2025 dataset: a 2-piece molecular cluster, C6H8N2O4 overall at a distorted geometry (the ωB97M-V functional and the def2-TZVPD basis).

Summary:
Maximum force: 3.0 eV Å⁻¹
Electronic energy: -643.7458 Ha
Energy above the lowest of the compared OMol25 structures with the same formula, charge and spin: 598.8 kJ/mol
Frontier orbital gap (spin up / spin down): 8.130 / 7.414 eV

ORCA input file:
```
! RIJCOSX wB97M-V def2-TZVPD def2/J DEFGRID3
* xyz 0 1
C -4.10268 -0.13705 -0.63409
C 0.79761 1.47754 0.68618
C 1.87114 0.42943 0.60897
C -0.40120 0.70360 1.21757
C 1.10729 -0.88750 0.21695
C 0.86178 -1.09098 -1.26964
N -1.14475 -0.78449 -0.45345
N -0.32977 -0.58702 0.63755
O -3.94724 0.95832 -0.37056
O -4.33939 -1.23898 -0.76779
O -0.43190 -0.97373 -1.57158
O 1.86164 -1.25869 -2.11808
H 1.09020 2.30431 1.31370
H 0.61035 1.97301 -0.23822
H 2.49986 0.60576 -0.19099
H 2.37987 0.42394 1.53785
H -0.37231 0.80891 2.33263
H -1.22133 1.25589 0.90738
H 1.50355 -1.81782 0.60576
H 1.70727 -2.16446 -2.45014
*
```

No. 5
Entry from the Open Molecules 2025 dataset: C11H10IrN7OS as an isolated structure at a distorted geometry (the ωB97M-V functional and the def2-TZVPD basis).

Summary:
Maximum force: 1.7 eV Å⁻¹
Electronic energy: -1385.4032 Ha
Energy above the lowest of the compared OMol25 structures with the same formula, charge and spin: 276.1 kJ/mol
Frontier orbital gap: 6.656 eV

ORCA input file:
```
! RIJCOSX wB97M-V def2-TZVPD def2/J DEFGRID3
* xyz 2 1
Ir -0.00835 1.47703 0.94458
C 0.24771 -2.70882 0.59266
C 0.03887 -1.24669 0.46440
N 0.07343 -0.36360 1.39841
N 0.31002 -0.70836 2.72563
C 0.42979 0.27919 3.62718
N 0.65601 -0.01720 4.88534
S 0.29259 1.93088 3.14638
C -0.09461 -0.57533 -0.91068
C -0.44255 -1.45732 -2.07303
C -1.01762 -0.92031 -3.13537
C -1.34597 0.54809 -3.11601
C -1.65595 1.00780 -1.71351
N -1.01459 0.55120 -0.70862
H 0.48878 -3.06287 1.59029
H 1.07533 -2.99144 -0.06386
H -0.64682 -3.23620 0.25285
H 0.40397 -1.68584 2.95555
H 0.72002 -0.96304 5.23493
H 0.76857 0.73052 5.55678
H -0.17910 -2.50577 -2.04313
H -1.25310 -1.49410 -4.02122
H -2.10453 0.83457 -3.83681
H -2.31876 1.85655 -1.55926
O 1.22464 -0.04686 -1.14911
N 1.43178 1.21516 -0.46757
C 1.07809 2.24008 -1.40332
C 1.16445 3.56114 -0.87397
N 1.21030 4.56559 -0.31299
C 0.54686 1.88772 -2.57743
N -0.07925 1.29824 -3.40910
*
```

No. 6
Entry from the Open Molecules 2025 dataset: C18H14AsO4PtS2 as an isolated structure at a distorted geometry (the ωB97M-V functional and the def2-TZVPD basis).

Summary:
Maximum force: 1.8 eV Å⁻¹
Electronic energy: -4146.7556 Ha
Energy above the lowest of the compared OMol25 structures with the same formula, charge and spin: 126.6 kJ/mol
Frontier orbital gap (spin up / spin down): 6.158 / 5.972 eV

ORCA input file:
```
! RIJCOSX wB97M-V def2-TZVPD def2/J DEFGRID3
* xyz -1 1
Pt 0.91494 -0.59696 -0.15819
S -0.23743 -2.36863 -0.96095
C -0.54973 -3.52596 0.31747
C -0.76273 -4.86140 -0.05763
C -0.95292 -5.84935 0.88990
C -0.92982 -5.52311 2.24167
C -0.74051 -4.20158 2.61821
C -0.56368 -3.18771 1.67242
As -0.38564 -1.29629 2.18720
C 1.55618 -1.16084 1.96448
C 2.18581 0.07351 2.65075
C 3.68398 0.10752 2.60505
C 4.39787 -0.90765 2.13502
C 3.77345 -2.11938 1.59936
C 2.44198 -2.23190 1.52308
C -0.46637 -1.62139 4.15219
C 0.62548 -2.02904 4.91705
C 0.50488 -2.21784 6.28898
C -0.71844 -2.01033 6.91392
C -1.81373 -1.60316 6.16331
C -1.68055 -1.39869 4.79411
H -0.75478 -5.10682 -1.11405
H -1.10372 -6.87637 0.57567
H -1.05609 -6.28850 2.99825
H -0.74069 -3.95981 3.67189
H 1.87689 0.06229 3.69872
H 4.15600 1.00894 2.98051
H 5.48010 -0.83572 2.13836
H 4.39756 -2.92469 1.23330
H 1.99622 -3.13679 1.13409
H 1.57845 -2.22195 4.43326
H 1.36478 -2.52973 6.87004
H -0.81658 -2.16267 7.98225
H -2.77003 -1.43933 6.64594
H -2.53384 -1.06235 4.21471
O 1.58186 1.32932 2.24686
S 1.86399 1.86699 0.75898
O 2.41960 3.18258 0.88234
O 0.53987 1.82297 0.14158
O 2.73634 0.82977 0.16114
*
```